The following is a DFT calculation (ωB97M-V with the def2-TZVPD basis set) of a single C4H14O2Si2 molecule in a non-equilibrium geometry.

Output
ΔE to the lowest compared entry with this formula, charge and spin (eV): 0.000
SMILES: C[SiH](C)O[Si](C)(C)O

```
! RIJCOSX wB97M-V def2-TZVPD def2/J DEFGRID3
* xyz 0 1
C -2.19 -1.10 1.93
Si -1.44 0.39 0.94
C -2.10 0.40 -0.99
O 0.17 0.09 0.94
Si 1.68 0.04 0.36
C 2.22 1.83 0.50
C 1.62 -0.88 -1.27
O 2.45 -0.79 1.52
H -2.27 -1.95 1.36
H -1.80 -1.25 2.98
H -3.21 -0.82 2.22
H -1.44 1.64 1.71
H -1.85 1.37 -1.33
H -1.31 -0.31 -1.33
H -3.16 0.00 -1.07
H 3.36 1.98 0.49
H 1.90 2.45 -0.35
H 1.82 2.37 1.34
H 0.90 -1.70 -1.17
H 1.19 -0.22 -2.04
H 2.66 -1.04 -1.81
H 1.86 -1.36 2.03
*
```

Here is what Mulliken gives for the atomic charges, in e: atom 1 (C): -1.09, atom 2 (Si): 0.27, atom 3 (C): -0.89, atom 4 (O): 0.13, atom 5 (Si): 0.36, atom 6 (C): -1.01, atom 7 (C): -0.94, atom 8 (O): -0.59, atom 9 (H): 0.36, atom 10 (H): 0.29, atom 11 (H): 0.33, atom 12 (H): -0.15, atom 13 (H): 0.27, atom 14 (H): 0.17, atom 15 (H): 0.32, atom 16 (H): 0.30, atom 17 (H): 0.32, atom 18 (H): 0.31, atom 19 (H): 0.28, atom 20 (H): 0.32, atom 21 (H): 0.31, atom 22 (H): 0.32



The following is a DFT calculation (ωB97M-V with the def2-TZVPD basis set) of a molecular structure, C37H94F3IO13Zn in a non-equilibrium geometry.

```
! RIJCOSX wB97M-V def2-TZVPD def2/J DEFGRID3
* xyz 0 1
Zn -0.24 0.76 -1.11
I 0.88 -0.12 1.27
C 1.00 3.82 -2.05
O -0.07 3.82 -3.05
O 0.79 2.59 -1.43
C 2.38 4.33 -2.63
F 3.38 4.26 -1.75
F 2.77 3.67 -3.70
F 2.40 5.63 -2.98
C -0.45 5.06 -3.65
C -1.94 5.07 -4.08
H -2.23 6.02 -4.51
H -2.22 4.24 -4.73
H -2.60 4.97 -3.22
H 0.17 5.35 -4.50
H -0.48 5.89 -2.95
H 0.69 4.57 -1.32
C 0.59 -4.11 -0.08
C 0.25 -5.33 -0.94
C -1.31 -5.49 -1.02
O 0.66 -5.09 -2.26
H 1.65 -3.90 -0.20
H 0.55 -4.30 0.99
H 0.08 -3.19 -0.36
H 0.85 -6.18 -0.62
H -1.69 -5.65 -0.01
H -1.59 -6.37 -1.60
H -1.80 -4.60 -1.41
H 1.62 -5.13 -2.35
C -3.94 2.96 -0.16
C -2.41 2.95 -0.24
C -1.74 3.73 0.93
O -1.93 1.63 -0.17
H -4.32 3.83 0.39
H -4.23 2.12 0.47
H -4.44 2.81 -1.12
H -2.16 3.32 -1.23
H -0.67 3.56 1.06
H -2.27 3.45 1.83
H -1.94 4.80 0.85
H -2.32 1.23 0.61
C -3.72 -2.19 -1.65
C -2.91 -1.43 -0.60
C -2.63 -2.40 0.58
O -1.68 -1.04 -1.16
H -3.18 -3.05 -2.06
H -3.87 -1.55 -2.52
H -4.66 -2.58 -1.27
H -3.43 -0.53 -0.26
H -2.03 -3.26 0.28
H -3.58 -2.78 0.95
H -2.06 -2.00 1.43
H -1.42 -1.74 -1.76
C 2.29 -0.68 5.04
C 2.62 0.79 4.97
C 3.71 1.14 6.06
O 3.17 1.14 3.71
H 1.84 -0.91 6.00
H 3.11 -1.38 4.95
H 1.56 -0.98 4.28
H 1.76 1.42 5.18
H 3.96 2.19 5.95
H 4.58 0.54 5.78
H 3.37 0.97 7.08
H 2.51 0.88 3.05
C 5.17 -1.87 2.43
C 5.83 -0.59 1.86
C 5.10 -0.01 0.65
O 5.74 0.43 2.77
H 5.75 -2.09 3.33
H 5.20 -2.73 1.76
H 4.13 -1.72 2.72
H 6.88 -0.80 1.65
H 4.90 -0.73 -0.14
H 5.85 0.60 0.15
H 4.16 0.51 0.83
H 4.84 0.69 2.99
C -2.84 -2.82 4.72
C -1.37 -2.29 4.55
C -0.56 -3.38 3.86
O -1.49 -1.18 3.69
H -2.84 -3.67 5.40
H -3.26 -3.07 3.74
H -3.43 -2.07 5.25
H -0.89 -2.14 5.52
H 0.33 -2.94 3.41
H -1.12 -3.90 3.08
H -0.29 -4.15 4.58
H -0.69 -1.05 3.17
C 3.40 3.79 1.50
C 4.25 3.97 2.75
C 4.89 5.37 2.73
O 3.33 3.85 3.84
H 2.95 2.80 1.43
H 3.99 3.85 0.59
H 2.56 4.48 1.50
H 4.95 3.16 2.96
H 4.11 6.12 2.82
H 5.44 5.56 1.81
H 5.53 5.41 3.61
H 2.98 2.96 3.72
C -3.40 1.33 -3.70
C -2.10 0.61 -3.86
C -1.46 0.75 -5.20
O -1.25 1.19 -2.94
H -4.21 0.93 -4.30
H -3.30 2.38 -4.01
H -3.82 1.28 -2.70
H -2.25 -0.45 -3.66
H -2.19 0.58 -6.00
H -0.69 0.00 -5.32
H -1.00 1.73 -5.27
H -1.16 2.11 -3.20
C 0.21 -3.53 -5.22
C -1.03 -3.06 -4.53
C -2.20 -4.04 -4.66
O -0.68 -2.90 -3.19
H 1.12 -3.00 -4.94
H 0.12 -3.28 -6.28
H 0.42 -4.60 -5.26
H -1.33 -2.08 -4.91
H -1.90 -4.97 -4.17
H -2.38 -4.29 -5.71
H -3.13 -3.62 -4.28
H -0.35 -3.74 -2.86
C 2.91 -1.75 -2.28
C 2.30 -0.38 -2.50
C 2.41 0.02 -3.96
O 0.95 -0.54 -2.27
H 2.41 -2.53 -2.86
H 2.88 -2.03 -1.22
H 3.96 -1.80 -2.55
H 2.69 0.32 -1.76
H 2.13 -0.72 -4.71
H 3.43 0.38 -4.11
H 1.76 0.87 -4.19
H 0.65 -1.34 -2.72
C -5.22 -0.64 2.50
C -4.56 0.65 2.90
C -4.49 0.77 4.40
O -3.26 0.50 2.44
H -6.21 -0.58 2.96
H -4.70 -1.56 2.78
H -5.30 -0.74 1.42
H -5.03 1.50 2.41
H -3.85 0.11 4.99
H -5.49 0.72 4.85
H -4.06 1.76 4.59
H -2.82 -0.25 2.84
*
```

These are the Mulliken partial charges, in e, on atoms 1 to 99: atom 1 (Zn): 4.27, atom 2 (I): -0.34, atom 3 (C): -0.56, atom 4 (O): -0.47, atom 5 (O): -0.64, atom 6 (C): 0.44, atom 7 (F): -0.18, atom 8 (F): -0.27, atom 9 (F): -0.31, atom 10 (C): -0.53, atom 11 (C): -1.15, atom 12 (H): 0.48, atom 13 (H): 0.20, atom 14 (H): 0.21, atom 15 (H): 0.37, atom 16 (H): 0.32, atom 17 (H): 0.25, atom 18 (C): -0.60, atom 19 (C): 0.09, atom 20 (C): -0.95, atom 21 (O): -0.48, atom 22 (H): 0.30, atom 23 (H): 0.29, atom 24 (H): -0.13, atom 25 (H): 0.49, atom 26 (H): 0.41, atom 27 (H): 0.39, atom 28 (H): -0.11, atom 29 (H): 0.28, atom 30 (C): -1.00, atom 31 (C): 1.62, atom 32 (C): -1.42, atom 33 (O): 0.45, atom 34 (H): 0.49, atom 35 (H): -0.20, atom 36 (H): 0.29, atom 37 (H): -0.86, atom 38 (H): 0.22, atom 39 (H): 0.31, atom 40 (H): 0.42, atom 41 (H): -0.72, atom 42 (C): -1.34, atom 43 (C): 1.02, atom 44 (C): 0.51, atom 45 (O): 1.82, atom 46 (H): -0.23, atom 47 (H): 0.26, atom 48 (H): 0.55, atom 49 (H): -0.37, atom 50 (H): -1.10, atom 51 (H): 0.71, atom 52 (H): -0.57, atom 53 (H): -1.52, atom 54 (C): -1.47, atom 55 (C): 0.75, atom 56 (C): -1.58, atom 57 (O): 0.64, atom 58 (H): 0.49, atom 59 (H): 0.24, atom 60 (H): 0.21, atom 61 (H): 0.32, atom 62 (H): 0.35, atom 63 (H): 0.35, atom 64 (H): 0.42, atom 65 (H): -0.62, atom 66 (C): -0.94, atom 67 (C): 0.33, atom 68 (C): -0.70, atom 69 (O): -0.57, atom 70 (H): 0.35, atom 71 (H): 0.41, atom 72 (H): -0.11, atom 73 (H): 0.36, atom 74 (H): 0.13, atom 75 (H): 0.34, atom 76 (H): 0.06, atom 77 (H): 0.11, atom 78 (C): -1.28, atom 79 (C): 0.43, atom 80 (C): -1.39, atom 81 (O): -0.35, atom 82 (H): 0.48, atom 83 (H): 0.11, atom 84 (H): 0.31, atom 85 (H): 0.38, atom 86 (H): 0.28, atom 87 (H): 0.27, atom 88 (H): 0.55, atom 89 (H): -0.51, atom 90 (C): -1.03, atom 91 (C): 1.17, atom 92 (C): -1.61, atom 93 (O): -0.67, atom 94 (H): -0.13, atom 95 (H): 0.36, atom 96 (H): 0.39, atom 97 (H): 0.10, atom 98 (H): 0.36, atom 99 (H): 0.32



The following is a DFT calculation (ωB97M-V with the def2-TZVPD basis set) of a molecular structure, C3H3F3O in a non-equilibrium geometry.

Output
ΔE to the lowest compared entry with this formula, charge and spin (eV): 2.365

```
! RIJCOSX wB97M-V def2-TZVPD def2/J DEFGRID3
* xyz 0 1
C -1.35 0.52 0.34
C -0.18 -0.37 0.73
C 1.07 -0.12 -0.70
O -2.28 0.15 -0.30
F 0.55 -0.08 1.80
F 0.98 1.14 -1.06
F 0.46 -0.85 -1.65
H -0.94 1.55 0.36
H -0.35 -1.54 0.73
H 2.06 -0.41 -0.25
*
```

Here is what Mulliken gives for the atomic charges, in e: atom 1 (C): 0.06, atom 2 (C): -0.02, atom 3 (C): 0.22, atom 4 (O): -0.42, atom 5 (F): -0.28, atom 6 (F): -0.23, atom 7 (F): -0.23, atom 8 (H): 0.26, atom 9 (H): 0.33, atom 10 (H): 0.31



Orbital gap in eV, matching the order above: 10.8 8.6 10.3